Entry 1:
Computed, not measured: a cluster of 5 separate species, C24H62N5O7S in total at a distorted geometry, with ωB97M-V/def2-TZVPD.

Geometry as XYZ:
```
99
C24H62N5O7S (ωB97M-V/def2-TZVPD)
C -4.0699 -6.7843 1.9051
C -3.0970 -5.7324 2.4922
C -1.7115 -5.9214 1.8876
C -0.6838 -4.8104 2.1971
S -0.8917 -3.9837 3.7987
C -0.7144 -5.2162 5.0795
O 0.2814 -3.1520 3.8788
O -2.1262 -3.2846 3.8814
C -0.6649 -3.7258 1.1007
O 0.4532 -3.8174 0.2551
C 0.7648 -5.1090 -0.1994
C 1.0529 -6.0859 0.9584
N 0.6916 -5.4252 2.2449
H -4.8997 -6.3218 1.3882
H -3.5457 -7.3893 1.1713
H -4.4265 -7.4527 2.6775
H -3.0720 -5.8833 3.5657
H -3.4884 -4.7427 2.2992
H -1.3489 -6.9107 2.1646
H -1.8443 -5.9273 0.8106
H 0.3162 -5.1670 5.4085
H -1.3496 -4.9218 5.9039
H -0.9336 -6.2203 4.7286
H -1.6154 -3.7445 0.5711
H -0.5973 -2.7550 1.5813
H 0.0061 -5.5228 -0.8638
H 1.6755 -5.0120 -0.7749
H 2.1182 -6.2760 0.9967
H 0.5677 -7.0437 0.8414
H 0.8053 -6.0353 3.0554
H 1.3431 -4.6391 2.3861
C -1.1302 1.9721 -0.9691
C -2.3610 1.2567 -0.4245
C -2.0064 -0.0383 0.3171
O -1.6663 -1.1269 -0.5302
C -0.3231 -1.1263 -0.9973
N -3.3179 1.0395 -1.5148
H -0.7175 1.4830 -1.8484
H -1.3755 2.9885 -1.2612
H -0.3452 2.0223 -0.2105
H -2.8411 1.9180 0.3047
H -2.8838 -0.3685 0.8816
H -1.2027 0.1382 1.0448
H 0.3658 -0.7311 -0.2431
H -0.2200 -0.5549 -1.9209
H -0.0595 -2.1549 -1.2115
H -4.1770 0.6481 -1.1372
H -2.9495 0.3077 -2.1161
C 2.4461 3.8265 -2.5963
C 3.0477 2.4493 -2.3324
C 4.2969 2.1515 -3.1690
O 4.0352 1.8129 -4.5187
C 3.8637 2.9103 -5.3976
N 2.0133 1.4282 -2.5095
H 1.9131 3.8686 -3.5458
H 1.7274 4.0775 -1.8155
H 3.2185 4.5976 -2.6006
H 3.3548 2.4244 -1.2851
H 4.7843 1.2740 -2.7368
H 5.0173 2.9776 -3.1129
H 4.5087 3.7491 -5.1217
H 2.8232 3.2424 -5.4260
H 4.1372 2.5759 -6.3978
H 2.3978 0.5263 -2.2367
H 1.8419 1.3270 -3.5072
C -3.4205 6.3903 -3.4541
C -3.9569 5.1946 -2.6734
C -4.9382 5.5770 -1.5563
O -4.3323 6.1040 -0.3911
C -4.0387 7.4882 -0.4340
N -2.8286 4.4073 -2.1690
H -2.6751 6.9476 -2.8870
H -2.9389 6.0518 -4.3710
H -4.2245 7.0752 -3.7307
H -4.5104 4.5665 -3.3774
H -5.4466 4.6658 -1.2295
H -5.7126 6.2618 -1.9259
H -4.7940 8.0412 -0.9992
H -3.0512 7.6749 -0.8627
H -4.0347 7.8550 0.5921
H -3.1914 3.5603 -1.7379
H -2.4232 4.9316 -1.3958
C 2.7934 1.2061 1.2815
C 3.7640 0.0427 1.1079
C 4.2325 -0.5699 2.4365
O 5.2098 0.1813 3.1200
C 4.7148 1.2358 3.9287
N 4.8910 0.4761 0.2729
H 3.2943 2.1170 1.6078
H 2.3029 1.4312 0.3335
H 2.0150 0.9647 2.0091
H 3.2316 -0.7478 0.5659
H 4.7111 -1.5295 2.2147
H 3.3794 -0.7802 3.0969
H 3.7574 0.9733 4.3878
H 4.6068 2.1603 3.3577
H 5.4433 1.4118 4.7185
H 5.4827 -0.3268 0.0769
H 5.4764 1.0822 0.8422
```

Calculated values
Largest force on an atom = 1.82 eV/A
Total charge = +1
Energy = -58501.7151 eV
Lowest unoccupied orbital energy = -3.27 eV



Entry 2:
Computed, not measured: a cluster of 10 separate species, C24H63BN5O17 in total at a distorted geometry, with ωB97M-V/def2-TZVPD.

Geometry as XYZ:
```
110
C24H63BN5O17 (ωB97M-V/def2-TZVPD)
O 4.4532 3.3054 0.0396
C 3.6342 2.4714 -0.4239
O 2.3166 2.5115 -0.3294
B 1.7362 1.2165 -0.8347
O 2.9206 0.5070 -1.4466
C 4.0587 1.0519 -1.0959
O 5.2158 0.6357 -1.2711
O 0.6110 1.4239 -1.8054
C -0.4902 1.0213 -1.2737
O -1.5865 1.0819 -1.8224
C -0.1645 0.4228 0.1674
O 1.1383 0.4292 0.2611
O -1.0522 0.0441 0.8908
C -2.7175 4.3209 -3.4118
C -2.7360 4.6179 -1.9499
C -2.7452 6.1863 -1.5054
O -2.4127 6.1614 -0.1368
C -1.0335 6.1847 0.1281
N -3.8552 3.9631 -1.2874
H -3.6827 4.5706 -3.8524
H -2.5251 3.2813 -3.6771
H -1.9744 5.0114 -3.8105
H -1.8372 4.1899 -1.5059
H -3.7989 6.4585 -1.5665
H -2.1273 6.8593 -2.0998
H -0.8199 6.3699 1.1808
H -0.5132 7.0380 -0.3069
H -0.5214 5.2547 -0.1187
H -3.7323 4.2890 -0.3394
H -3.6713 2.9838 -1.1226
C -0.5190 -1.1615 -4.6722
C -2.0201 -1.1314 -4.6290
C -2.6462 -1.8811 -3.5082
O -4.0514 -1.7816 -3.5867
C -4.8632 -2.2135 -2.5511
N -2.4635 0.2368 -4.6572
H -0.2178 -2.2059 -4.5900
H -0.1719 -0.5054 -3.8739
H -0.2056 -0.8211 -5.6591
H -2.4130 -1.5171 -5.5698
H -2.3348 -1.3686 -2.5979
H -2.3031 -2.9156 -3.4929
H -4.5427 -3.1402 -2.0750
H -5.8591 -2.3721 -2.9647
H -5.0421 -1.3860 -1.8646
H -3.4659 0.1452 -4.5742
H -2.1175 0.7636 -3.8680
C -1.0241 -5.5258 1.0295
C 0.2882 -4.7448 0.7789
C 0.0297 -3.2287 0.4237
O -0.5062 -3.1045 -0.9416
C 0.5480 -3.2972 -1.8995
N 1.1931 -4.8802 1.9317
H -1.7003 -4.8243 1.5181
H -0.8918 -6.4274 1.6276
H -1.4561 -5.7306 0.0499
H 0.9369 -5.1067 -0.0188
H 0.9052 -2.6033 0.5980
H -0.7204 -2.8612 1.1240
H 1.2451 -2.4594 -1.8879
H 0.2515 -3.1970 -2.9436
H 1.0488 -4.2654 -1.8940
H 2.0444 -4.4179 1.6458
H 1.4785 -5.8478 1.9808
C -1.0999 -0.8170 4.2973
C -0.3557 0.4644 4.1747
C -1.3798 1.5944 3.8292
O -0.7815 2.9272 3.8245
C -1.1364 3.6867 2.6407
N 0.2616 0.8439 5.4344
H -1.7938 -0.8328 5.1378
H -0.3323 -1.5563 4.5260
H -1.6624 -1.0760 3.4003
H 0.4321 0.3732 3.4269
H -2.1212 1.6299 4.6274
H -2.0290 1.2249 3.0354
H -0.5853 4.6260 2.5948
H -2.1921 3.9532 2.6920
H -1.0778 3.1389 1.7002
H 1.2007 0.4827 5.5225
H 0.3697 1.8190 5.1943
C 3.7879 -0.4974 3.0422
C 3.0492 -1.6918 2.3774
C 3.9300 -2.9634 2.1563
O 3.7856 -3.6826 0.9481
C 3.9563 -2.8313 -0.1830
N 1.8986 -2.0295 3.2083
H 4.4237 -0.0919 2.2553
H 4.5741 -0.8868 3.6891
H 3.1802 0.2347 3.5740
H 2.6756 -1.2212 1.4680
H 3.9203 -3.5678 3.0634
H 4.9627 -2.6297 2.0547
H 4.1123 -3.4333 -1.0781
H 4.7569 -2.1253 0.0377
H 3.1503 -2.1427 -0.4366
H 1.4431 -2.7869 2.7196
H 2.1786 -2.4836 4.0660
O -4.4070 1.0978 -0.7487
H -3.4647 0.9305 -0.7290
H -4.7652 0.5335 -0.0634
O -3.0678 -2.6138 0.2294
H -2.6763 -1.8312 0.6174
H -2.5180 -2.8058 -0.5302
O 6.6795 -2.1808 -2.1641
H 6.1501 -2.7968 -2.6707
H 6.4344 -1.3194 -2.5020
O 5.5393 5.2706 1.8954
H 5.3560 4.6332 1.2052
H 4.7161 5.3449 2.3782
```

Calculated values
Largest force on an atom = 4.48 eV/A
Total charge = -1
Energy = -68848.3586 eV
Lowest unoccupied orbital energy = 2.19 eV



Entry 3:
Computed, not measured: a structure of composition C24H64AsF6HgO24S8 at a distorted geometry, with ωB97M-V/def2-TZVPD.

Geometry as XYZ:
```
128
C24H64AsF6HgO24S8 (ωB97M-V/def2-TZVPD)
Hg 21.7509 -16.5175 -8.0828
As 18.9176 -13.8175 -7.0282
F 18.3535 -14.9439 -5.8470
F 20.0588 -15.0538 -7.5540
F 19.5344 -12.7890 -8.2564
F 17.6944 -12.7176 -6.5641
F 20.0450 -13.1836 -5.8995
F 17.7965 -14.4491 -8.1814
O 21.9817 -15.9002 -5.9022
S 22.3695 -15.6098 -4.5499
O 23.2485 -16.5060 -3.9091
O 23.0326 -14.1907 -4.5754
C 23.4917 -13.6381 -3.3281
C 24.5447 -12.5939 -3.6707
C 20.9166 -15.3891 -3.5536
H 23.9146 -14.4373 -2.7158
H 22.7685 -13.1492 -2.6657
H 25.4948 -13.0953 -3.8797
H 24.7079 -11.8640 -2.8861
H 24.3158 -12.1369 -4.6347
H 20.4589 -14.4638 -3.8957
H 21.2400 -15.4278 -2.5205
H 20.2475 -16.2100 -3.8113
O 23.6975 -14.3677 -11.1318
S 22.9493 -13.6983 -10.1436
O 22.3711 -14.4056 -9.0079
O 23.8359 -12.5165 -9.5853
C 23.9135 -12.0945 -8.1829
C 23.0928 -10.8154 -7.9830
C 21.6837 -12.7479 -10.9592
H 24.9522 -11.8922 -7.9349
H 23.5553 -12.8761 -7.5175
H 23.2786 -10.1470 -8.8206
H 23.5035 -10.3323 -7.0919
H 22.0639 -11.0614 -7.7708
H 21.1634 -13.3773 -11.6734
H 22.2856 -12.0574 -11.5505
H 21.0775 -12.2458 -10.2142
O 15.7411 -7.0051 -9.5821
S 14.6908 -7.2024 -8.6276
O 13.3389 -7.3042 -9.0494
O 14.9514 -8.5603 -7.8196
C 16.3023 -8.9937 -7.6134
C 16.7053 -10.1689 -8.4660
C 14.8680 -6.0490 -7.2907
H 16.4987 -9.0698 -6.5396
H 16.9860 -8.1721 -7.8642
H 16.2248 -11.0877 -8.1014
H 17.7789 -10.3252 -8.4466
H 16.2591 -10.0834 -9.4574
H 14.2521 -6.4067 -6.4722
H 14.3692 -5.1405 -7.6367
H 15.9221 -5.8810 -7.1069
O 15.5636 -12.3406 -13.2910
S 16.8051 -12.4856 -12.6253
O 17.9648 -12.9327 -13.3407
O 17.1892 -11.0993 -11.9251
C 18.3409 -10.3616 -12.3609
C 18.9461 -9.6408 -11.1823
C 16.6914 -13.4492 -11.1408
H 17.9487 -9.5919 -13.0277
H 19.1202 -10.9540 -12.8314
H 18.3712 -8.8011 -10.8014
H 19.9788 -9.3272 -11.3518
H 19.0711 -10.3491 -10.3520
H 15.9374 -12.9870 -10.5062
H 17.6316 -13.3820 -10.6041
H 16.4418 -14.4527 -11.4705
O 20.5028 -16.3806 -10.0620
S 20.0676 -16.4559 -11.4354
O 18.8532 -15.8267 -11.8011
O 21.2253 -15.8068 -12.2720
C 21.0797 -15.6375 -13.7333
C 22.3023 -16.2565 -14.3821
C 20.0858 -18.0931 -12.1372
H 21.0892 -14.5536 -13.8315
H 20.1654 -16.0719 -14.1304
H 23.1978 -15.8333 -13.9325
H 22.2727 -16.1351 -15.4620
H 22.3143 -17.3306 -14.1792
H 21.1083 -18.3432 -12.3906
H 19.4966 -17.9535 -13.0432
H 19.5218 -18.7939 -11.5285
O 13.2812 -15.0053 -4.0305
S 14.5567 -15.4860 -4.4123
O 15.0517 -16.7727 -4.0692
O 14.6718 -15.3779 -5.9997
C 14.1210 -14.1909 -6.6220
C 14.1233 -14.4202 -8.1153
C 15.7922 -14.2756 -3.9261
H 14.5789 -13.2785 -6.2334
H 13.0708 -14.0850 -6.3308
H 13.3267 -15.1052 -8.3886
H 15.1048 -14.7866 -8.4215
H 13.9565 -13.4780 -8.6398
H 15.2054 -13.4002 -3.6635
H 16.3678 -14.0561 -4.8171
H 16.3916 -14.7157 -3.1400
O 20.1741 -17.8270 -7.1472
S 19.0247 -18.5039 -6.5940
O 19.0569 -19.9206 -6.6023
O 18.7990 -17.9962 -5.1333
C 17.7596 -18.7073 -4.3990
C 18.3632 -19.6661 -3.3810
C 17.5553 -17.9116 -7.4023
H 16.9774 -19.1787 -4.9905
H 17.2419 -17.9449 -3.8137
H 19.0133 -19.1372 -2.6815
H 19.0072 -20.3772 -3.9027
H 17.5781 -20.1483 -2.8043
H 17.6809 -18.1297 -8.4593
H 17.3681 -16.8654 -7.1763
H 16.7715 -18.5462 -6.9958
O 21.5481 -7.5604 -7.9722
S 22.0099 -7.1271 -6.6941
O 21.2213 -6.1991 -5.9497
O 22.2058 -8.4147 -5.7887
C 20.9981 -9.0174 -5.2159
C 20.7220 -8.5036 -3.8184
C 23.7093 -6.6021 -6.7142
H 21.3461 -10.0459 -5.1858
H 20.2018 -8.9719 -5.9564
H 21.1825 -7.5431 -3.6049
H 21.1621 -9.2276 -3.1275
H 19.6646 -8.4558 -3.5616
H 24.3701 -7.4123 -6.4452
H 23.7081 -5.7881 -5.9898
H 23.8869 -6.1010 -7.6626
```

Calculated values
Largest force on an atom = 2.43 eV/A
Total charge = +1
Energy = -243058.0749 eV
Lowest unoccupied orbital energy = -5.61 eV